Record 1
Density functional theory data (ωB97M-V/def2-TZVPD) for a molecular structure, C47H57Br2N6O5PtSi.

## Properties
HOMO (spin up / spin down)	-10.95 / -10.95	eV
LUMO (spin up / spin down)	-5.52 / -5.52	eV
charge	+1
gap between HOMO and LUMO (spin up / spin down)	5.42 / 5.43	eV
electronic energy	-8086.6889	a.u.

Positions of all 119 atoms, in Å:
Pt (1.69, -0.10, 0.36)
C (-0.96, 2.30, 1.27)
C (-0.36, 2.08, 2.63)
C (-0.48, 3.08, 3.58)
C (0.03, 2.92, 4.86)
C (0.66, 1.74, 5.19)
C (0.81, 0.71, 4.27)
C (1.49, -0.55, 4.74)
C (0.29, 0.89, 2.97)
N (0.42, -0.14, 1.99)
C (0.00, -1.40, 2.33)
O (-0.85, -1.69, 3.15)
C (0.75, -2.50, 1.60)
C (0.58, -3.86, 1.78)
C (1.36, -4.71, 0.99)
C (2.23, -4.21, 0.04)
C (2.34, -2.84, -0.09)
N (1.63, -2.05, 0.72)
C (3.12, -2.10, -1.15)
O (3.78, -2.70, -1.97)
N (2.95, -0.74, -1.08)
C (3.53, 0.09, -2.10)
C (4.74, 0.74, -1.83)
C (5.54, 0.43, -0.60)
C (5.21, 1.65, -2.77)
C (4.52, 1.89, -3.94)
C (3.35, 1.19, -4.21)
C (2.85, 0.27, -3.30)
C (1.63, -0.54, -3.64)
H (-1.87, 2.89, 1.35)
H (-1.20, 1.36, 0.77)
H (-0.27, 2.87, 0.63)
H (-1.00, 4.00, 3.32)
H (-0.07, 3.71, 5.59)
H (1.06, 1.60, 6.19)
H (2.21, -0.32, 5.52)
H (2.02, -1.08, 3.95)
H (0.75, -1.24, 5.16)
H (-0.14, -4.21, 2.50)
H (1.26, -5.78, 1.12)
H (2.81, -4.84, -0.62)
H (6.12, -0.48, -0.75)
H (4.92, 0.26, 0.27)
H (6.25, 1.23, -0.38)
H (6.15, 2.17, -2.58)
H (4.89, 2.62, -4.65)
H (2.83, 1.36, -5.15)
H (1.06, -0.07, -4.45)
H (0.96, -0.67, -2.79)
H (1.92, -1.54, -3.97)
Br (3.46, 4.98, 5.09)
C (4.15, 3.28, 4.66)
C (5.24, 2.78, 5.37)
N (5.76, 1.58, 5.13)
C (5.22, 0.84, 4.17)
C (4.13, 1.27, 3.42)
C (3.58, 2.52, 3.67)
C (3.57, 0.34, 2.41)
O (3.80, -0.83, 2.32)
O (2.77, 1.01, 1.53)
H (5.70, 3.37, 6.15)
H (5.65, -0.13, 3.99)
H (2.71, 2.87, 3.13)
N (0.05, 5.39, -3.76)
C (1.27, 4.96, -3.36)
O (2.32, 5.42, -3.75)
C (1.28, 3.81, -2.38)
C (0.31, 2.82, -2.35)
C (0.46, 1.76, -1.48)
N (1.51, 1.68, -0.65)
C (2.45, 2.63, -0.66)
C (2.36, 3.71, -1.52)
H (0.02, 6.18, -4.39)
H (-0.80, 5.11, -3.31)
H (-0.54, 2.82, -3.02)
H (-0.26, 0.95, -1.44)
H (3.28, 2.51, 0.02)
H (3.15, 4.45, -1.55)
C (-3.47, 0.00, 1.28)
C (-4.20, -0.19, -0.06)
C (-5.70, -0.36, 0.22)
C (-4.00, 1.11, -0.86)
Si (-3.54, -1.70, -1.05)
Br (-1.23, -1.48, -1.00)
C (-3.92, -1.64, -2.93)
C (-3.54, -2.96, -3.61)
C (-3.15, -0.54, -3.67)
C (-5.43, -1.40, -3.15)
C (-3.84, -3.40, -0.22)
C (-3.75, -3.29, 1.31)
C (-5.25, -3.91, -0.58)
C (-2.81, -4.45, -0.65)
H (-3.72, 0.99, 1.68)
H (-2.39, -0.05, 1.19)
H (-3.77, -0.73, 2.03)
H (-6.05, 0.51, 0.79)
H (-5.91, -1.24, 0.82)
H (-6.30, -0.41, -0.69)
H (-4.32, 1.95, -0.25)
H (-4.59, 1.13, -1.78)
H (-2.95, 1.27, -1.13)
H (-2.48, -3.19, -3.48)
H (-3.72, -2.87, -4.69)
H (-4.12, -3.81, -3.26)
H (-2.07, -0.72, -3.65)
H (-3.33, 0.46, -3.28)
H (-3.46, -0.54, -4.72)
H (-6.05, -2.13, -2.62)
H (-5.65, -1.49, -4.21)
H (-5.74, -0.41, -2.83)
H (-4.54, -2.69, 1.73)
H (-2.79, -2.89, 1.64)
H (-3.85, -4.30, 1.73)
H (-6.04, -3.22, -0.29)
H (-5.42, -4.85, -0.05)
H (-5.36, -4.12, -1.64)
H (-1.81, -4.19, -0.31)
H (-2.76, -4.60, -1.73)
H (-3.08, -5.41, -0.20)

---

Record 2
Density functional theory data (ωB97M-V/def2-TZVPD) for a molecular structure, C47H57CrN4O4PSSi2Te.

## Properties
HOMO (spin up / spin down)	-4.71 / -6.98	eV
spin multiplicity	5
LUMO (spin up / spin down)	0.31 / 0.32	eV
gap between HOMO and LUMO (spin up / spin down)	5.02 / 7.30	eV
expectation value of S²	6.064
electronic energy	-4976.3407	a.u.

Positions of all 118 atoms, in Å:
Cr (-1.08, -1.38, 0.58)
O (-4.92, -0.27, 4.19)
C (-5.62, -0.67, 3.12)
C (-7.01, -0.67, 3.21)
C (-7.79, -1.05, 2.13)
C (-7.19, -1.44, 0.94)
C (-5.81, -1.44, 0.84)
C (-5.01, -1.06, 1.91)
C (-3.54, -1.07, 1.76)
O (-3.05, -1.39, 0.58)
N (-2.79, -0.77, 2.77)
N (-1.44, -0.71, 2.41)
C (-0.58, -0.85, 3.45)
C (0.78, -1.23, 3.31)
C (1.56, -1.40, 4.48)
C (2.85, -1.89, 4.45)
C (3.41, -2.27, 3.23)
C (2.68, -2.10, 2.06)
C (1.40, -1.55, 2.06)
O (0.81, -1.32, 0.88)
H (-3.96, -0.30, 3.94)
H (-7.46, -0.36, 4.15)
H (-8.87, -1.04, 2.23)
H (-7.80, -1.74, 0.10)
H (-5.32, -1.75, -0.07)
H (-1.00, -0.79, 4.44)
H (1.11, -1.13, 5.43)
H (3.40, -2.01, 5.37)
H (4.41, -2.69, 3.19)
H (3.10, -2.39, 1.10)
N (-1.00, -3.99, -1.23)
P (-0.78, -2.36, -1.70)
C (-2.02, -2.09, -2.99)
C (-2.01, -2.76, -4.21)
C (-3.03, -2.54, -5.13)
C (-4.06, -1.66, -4.83)
C (-4.07, -1.00, -3.61)
C (-3.06, -1.21, -2.69)
C (0.82, -2.39, -2.54)
C (1.05, -1.76, -3.75)
C (2.33, -1.65, -4.25)
C (3.40, -2.17, -3.54)
C (3.18, -2.81, -2.33)
C (1.90, -2.92, -1.83)
C (-1.14, -4.39, 0.08)
C (-1.27, -5.75, 0.38)
C (-1.38, -6.13, 1.70)
C (-1.37, -5.17, 2.70)
C (-1.24, -3.85, 2.32)
N (-1.13, -3.45, 1.04)
H (-1.00, -4.73, -1.91)
H (-1.20, -3.44, -4.46)
H (-3.02, -3.06, -6.08)
H (-4.85, -1.48, -5.55)
H (-4.88, -0.31, -3.37)
H (-3.08, -0.72, -1.72)
H (0.22, -1.33, -4.30)
H (2.50, -1.15, -5.20)
H (4.41, -2.08, -3.93)
H (4.02, -3.21, -1.77)
H (1.74, -3.38, -0.86)
H (-1.27, -6.47, -0.42)
H (-1.49, -7.18, 1.94)
H (-1.45, -5.43, 3.74)
H (-1.22, -3.06, 3.06)
C (1.98, 5.37, 3.05)
C (0.96, 4.45, 2.45)
C (0.17, 3.64, 3.25)
C (-0.75, 2.76, 2.69)
C (-0.89, 2.71, 1.31)
C (-0.10, 3.51, 0.49)
C (0.81, 4.37, 1.06)
S (-2.02, 1.51, 0.69)
C (-2.87, 2.46, -0.56)
O (-1.20, 0.54, -0.17)
H (1.98, 5.31, 4.13)
H (1.79, 6.41, 2.76)
H (2.98, 5.11, 2.69)
H (0.28, 3.67, 4.33)
H (-1.35, 2.11, 3.32)
H (-0.17, 3.43, -0.58)
H (1.44, 4.99, 0.42)
H (-2.18, 2.82, -1.32)
H (-3.39, 3.29, -0.07)
H (-3.60, 1.78, -1.01)
C (-0.24, 2.13, -3.38)
Si (1.45, 2.92, -3.59)
C (1.87, 2.97, -5.41)
C (1.38, 4.69, -2.94)
C (2.80, 1.99, -2.68)
Te (2.04, 0.82, -1.05)
C (3.96, 0.39, -0.21)
Si (4.40, 1.56, 1.19)
C (3.10, 1.54, 2.52)
C (6.06, 1.05, 1.91)
C (4.53, 3.30, 0.48)
H (-1.03, 2.84, -3.66)
H (-0.43, 1.80, -2.35)
H (-0.35, 1.26, -4.02)
H (1.15, 3.57, -5.98)
H (1.87, 1.96, -5.84)
H (2.86, 3.39, -5.58)
H (0.80, 5.31, -3.62)
H (2.38, 5.12, -2.86)
H (0.91, 4.75, -1.96)
H (3.53, 2.70, -2.30)
H (3.32, 1.30, -3.36)
H (4.67, 0.45, -1.04)
H (3.93, -0.64, 0.13)
H (3.15, 0.61, 3.11)
H (2.10, 1.62, 2.11)
H (3.25, 2.38, 3.21)
H (5.97, 0.05, 2.35)
H (6.38, 1.73, 2.70)
H (6.84, 1.02, 1.15)
H (3.55, 3.63, 0.12)
H (5.24, 3.36, -0.35)
H (4.86, 4.00, 1.25)

---

Record 3
Density functional theory data (ωB97M-V/def2-TZVPD) for a molecular structure, C47H57N7OPdSTe in a non-equilibrium geometry.

## Properties
HOMO (spin up / spin down)	-9.11 / -9.27	eV
spin multiplicity	2
LUMO (spin up / spin down)	-4.82 / -4.78	eV
charge	+1
gap between HOMO and LUMO (spin up / spin down)	4.29 / 4.49	eV
expectation value of S²	0.795
electronic energy	-3077.3034	a.u.

Positions of all 115 atoms, in Å:
Pd (-0.67, 0.93, 0.78)
C (-6.24, 3.48, -0.89)
C (-5.91, 2.40, 0.13)
N (-5.00, 1.38, -0.37)
C (-3.67, 1.53, -0.23)
S (-2.59, 0.10, -0.83)
N (-3.12, 2.57, 0.25)
N (-1.90, 2.65, 0.71)
C (-1.20, 3.79, 0.83)
C (-1.63, 5.07, 0.19)
C (-0.07, 3.68, 1.68)
C (0.95, 4.65, 1.80)
C (1.99, 4.43, 2.67)
C (1.99, 3.29, 3.47)
C (0.95, 2.38, 3.32)
N (-0.01, 2.52, 2.43)
H (-6.86, 4.24, -0.42)
H (-6.78, 3.06, -1.73)
H (-5.33, 3.95, -1.25)
H (-6.83, 1.90, 0.45)
H (-5.43, 2.85, 1.00)
H (-5.32, 0.87, -1.19)
H (-2.42, 4.88, -0.53)
H (-0.79, 5.56, -0.32)
H (-2.01, 5.76, 0.94)
H (0.93, 5.53, 1.18)
H (2.79, 5.15, 2.76)
H (2.76, 3.12, 4.21)
H (0.92, 1.49, 3.94)
C (7.06, 4.77, -2.21)
C (5.92, 4.05, -1.56)
C (6.14, 3.16, -0.52)
C (5.09, 2.47, 0.06)
C (5.37, 1.50, 1.17)
C (3.78, 2.67, -0.40)
Te (2.18, 1.53, 0.45)
N (0.88, -0.75, 0.78)
C (0.86, -0.69, 2.11)
O (1.87, -0.20, 2.65)
C (-0.23, -1.30, 2.95)
C (-1.50, -0.74, 3.12)
C (-2.42, -1.37, 3.94)
C (-2.08, -2.54, 4.60)
C (-0.82, -3.09, 4.45)
C (0.11, -2.46, 3.64)
C (1.53, 0.86, -1.48)
C (0.30, 1.31, -1.97)
C (-0.25, 0.74, -3.11)
C (0.41, -0.31, -3.73)
C (1.63, -0.75, -3.25)
C (2.21, -0.17, -2.12)
C (3.51, -0.67, -1.59)
C (3.54, 3.62, -1.40)
C (2.15, 3.97, -1.82)
C (4.62, 4.29, -1.97)
H (8.01, 4.43, -1.82)
H (6.97, 5.84, -2.04)
H (7.03, 4.61, -3.29)
H (7.14, 2.99, -0.16)
H (6.15, 1.89, 1.83)
H (5.72, 0.54, 0.78)
H (4.47, 1.31, 1.77)
H (-1.78, 0.22, 2.65)
H (-3.40, -0.95, 4.08)
H (-2.80, -3.01, 5.26)
H (-0.55, -3.99, 4.98)
H (1.11, -2.86, 3.54)
H (-0.23, 2.14, -1.48)
H (-1.20, 1.09, -3.49)
H (-0.04, -0.79, -4.59)
H (2.13, -1.57, -3.75)
H (3.76, -1.65, -2.01)
H (3.46, -0.74, -0.50)
H (4.31, 0.02, -1.85)
H (1.45, 3.76, -1.02)
H (1.87, 3.41, -2.71)
H (2.09, 5.03, -2.07)
H (4.43, 5.02, -2.74)
C (-4.64, -3.89, -2.75)
N (-4.72, -2.49, -2.42)
C (-3.76, -1.70, -3.16)
C (-4.82, -2.20, -0.99)
C (-3.55, -2.52, -0.26)
C (-3.30, -3.84, 0.15)
C (-2.05, -4.27, 0.52)
C (-0.92, -3.41, 0.50)
C (-1.22, -2.04, 0.20)
C (-2.49, -1.62, -0.17)
H (-4.77, -3.99, -3.83)
H (-5.43, -4.43, -2.25)
H (-3.67, -4.34, -2.48)
H (-3.91, -1.88, -4.22)
H (-2.72, -1.93, -2.91)
H (-3.93, -0.64, -2.97)
H (-5.64, -2.79, -0.59)
H (-5.06, -1.14, -0.88)
H (-4.12, -4.54, 0.14)
H (-1.91, -5.30, 0.82)
H (1.12, -2.96, 0.73)
H (0.17, -1.13, -1.00)
C (1.80, -5.30, 2.01)
C (1.15, -5.07, 0.63)
C (2.28, -4.86, -0.39)
C (0.35, -6.31, 0.25)
C (0.41, -3.78, 0.66)
N (-0.17, -1.10, -0.03)
H (2.43, -6.18, 1.97)
H (1.04, -5.45, 2.77)
H (2.41, -4.45, 2.28)
H (2.89, -5.76, -0.46)
H (2.93, -4.04, -0.10)
H (1.86, -4.65, -1.38)
H (1.03, -7.14, 0.08)
H (-0.22, -6.16, -0.67)
H (-0.32, -6.61, 1.05)

---

Record 4
Density functional theory data (ωB97M-V/def2-TZVPD) for 5 unconnected molecules or ions with the total composition C47H58N4O7 in a non-equilibrium geometry.

## Properties
HOMO (spin up / spin down)	-1.90 / -5.28	eV
spin multiplicity	2
LUMO (spin up / spin down)	-0.41 / -0.41	eV
charge	-1
gap between HOMO and LUMO (spin up / spin down)	1.50 / 4.87	eV
expectation value of S²	0.774
electronic energy	-2571.2833	a.u.

Positions of all 116 atoms, in Å:
C (5.13, 1.62, 2.65)
C (5.94, 1.53, 3.84)
C (7.30, 1.57, 3.60)
C (7.98, 1.77, 2.29)
C (7.05, 1.69, 1.18)
C (5.70, 1.64, 1.45)
C (7.48, 1.93, -0.27)
O (6.77, 2.01, -1.25)
C (8.94, 2.36, -0.35)
C (9.36, 3.02, -1.50)
C (10.75, 3.34, -1.77)
C (11.71, 3.08, -0.74)
C (11.26, 2.55, 0.46)
C (9.91, 2.21, 0.73)
C (9.49, 1.79, 2.14)
O (10.25, 1.70, 3.12)
H (4.07, 1.40, 2.73)
H (5.58, 1.26, 4.82)
H (7.85, 1.63, 4.53)
H (4.98, 1.76, 0.65)
H (8.68, 3.19, -2.32)
H (10.88, 3.93, -2.67)
H (12.76, 3.24, -0.92)
H (11.93, 2.37, 1.29)
C (-10.03, -5.07, 0.15)
C (-10.02, -3.72, -0.16)
C (-8.94, -2.90, 0.11)
C (-7.67, -3.46, 0.56)
C (-7.64, -4.85, 0.80)
C (-8.85, -5.64, 0.61)
C (-6.35, -5.53, 1.01)
O (-6.35, -6.79, 1.21)
C (-5.12, -4.71, 0.73)
C (-3.95, -5.42, 0.38)
C (-2.77, -4.74, -0.05)
C (-2.76, -3.33, -0.09)
C (-3.92, -2.61, 0.31)
C (-5.10, -3.31, 0.62)
C (-6.49, -2.61, 0.63)
O (-6.63, -1.43, 0.51)
H (-10.88, -5.69, -0.11)
H (-10.93, -3.20, -0.43)
H (-9.09, -1.83, 0.12)
H (-8.88, -6.70, 0.80)
H (-4.05, -6.49, 0.46)
H (-1.90, -5.37, -0.20)
H (-1.80, -2.90, -0.33)
H (-4.07, -1.54, 0.26)
C (0.25, -0.09, 0.98)
O (-0.02, -0.24, 2.13)
N (-0.57, -0.05, -0.01)
N (1.53, -0.07, 0.57)
H (-1.57, 0.08, 0.07)
H (-0.32, -0.02, -0.99)
H (2.23, -0.28, 1.27)
H (1.63, -0.31, -0.41)
C (4.00, -2.63, -2.45)
C (3.62, -1.46, -3.34)
C (4.27, -1.50, -4.81)
C (3.30, -1.24, -5.99)
C (2.43, -0.14, -5.60)
C (1.36, -0.51, -4.48)
N (2.12, -1.34, -3.50)
O (1.43, -1.63, -2.31)
C (0.85, 0.86, -3.91)
C (0.12, -1.15, -5.13)
C (4.02, -0.21, -2.53)
H (4.01, -2.34, -1.40)
H (5.02, -3.02, -2.44)
H (3.34, -3.46, -2.68)
H (5.00, -0.69, -4.83)
H (4.85, -2.38, -5.06)
H (2.75, -2.14, -6.29)
H (3.99, -0.96, -6.79)
H (1.89, 0.15, -6.50)
H (2.91, 0.82, -5.39)
H (1.65, 1.46, -3.48)
H (0.19, 1.45, -4.56)
H (0.11, 0.95, -3.12)
H (0.20, -1.98, -5.83)
H (-0.44, -1.52, -4.27)
H (-0.38, -0.36, -5.70)
H (4.67, -0.30, -1.65)
H (3.14, 0.20, -2.03)
H (4.20, 0.65, -3.18)
H (1.02, -2.46, -2.57)
C (-4.79, 1.84, 0.82)
C (-3.99, 2.82, 1.57)
C (-4.84, 4.02, 1.99)
C (-5.68, 3.94, 3.27)
C (-4.93, 3.41, 4.54)
C (-4.18, 2.11, 4.10)
N (-3.37, 2.29, 2.90)
O (-2.52, 1.18, 2.74)
C (-3.32, 1.86, 5.38)
C (-5.17, 0.94, 4.09)
C (-2.63, 3.12, 0.75)
H (-4.25, 0.90, 0.66)
H (-4.89, 2.16, -0.22)
H (-5.80, 1.63, 1.16)
H (-4.33, 4.97, 2.12)
H (-5.51, 4.15, 1.14)
H (-6.48, 3.22, 3.13)
H (-6.12, 4.93, 3.39)
H (-5.50, 3.43, 5.46)
H (-4.13, 4.12, 4.76)
H (-2.51, 2.60, 5.40)
H (-3.87, 1.65, 6.29)
H (-2.74, 0.95, 5.21)
H (-5.99, 1.04, 3.38)
H (-4.56, 0.08, 3.83)
H (-5.66, 0.72, 5.04)
H (-2.06, 2.23, 0.48)
H (-1.94, 3.88, 1.11)
H (-2.91, 3.44, -0.25)
H (-1.67, 1.48, 2.44)